The following is a quantum chemistry calculation of a molecular structure, C35H38N5PPtS, from OMol25.

The calculation puts the electronic energy at -2488.77080 hartree. The max |F| is 0.89 eV/A. The molar mass comes out at 786.84 g mol⁻¹. The highest occupied orbital energy comes out at -12.21 eV. Its frontier orbital gap is 6.8 eV. Its LUMO energy is -5.37 eV.

The geometry in ORCA input format:
```
! RIJCOSX wB97M-V def2-TZVPD def2/J DEFGRID3
* xyz 2 1
Pt -0.480 -0.147 0.556
S 0.399 -2.791 -3.262
P -1.432 1.401 -0.771
N 0.572 -0.985 2.332
N 2.770 -1.278 0.566
N -1.126 -2.864 -1.046
N 0.421 -1.117 -1.285
N 4.335 -2.570 4.495
C 2.800 -2.679 0.986
C -3.798 1.932 2.409
C 1.424 -0.699 -2.164
C -2.763 1.527 1.540
C -4.367 3.733 0.882
C -3.382 -0.004 3.771
C -0.166 -2.193 -1.730
C 1.584 4.623 -2.004
C -2.577 1.580 -3.352
C -3.446 1.136 -4.339
C -4.003 -0.780 -3.000
C 1.560 -1.491 -3.306
C 1.418 -3.157 1.453
C 1.970 -2.545 3.792
C -4.567 3.071 2.065
C 3.834 -2.927 2.095
C -4.078 1.148 3.558
C 3.389 -2.198 3.360
C 1.208 3.669 -2.937
C -4.150 -0.047 -4.170
C -3.391 3.274 -0.025
C 3.359 -0.146 -4.078
C 1.046 4.594 -0.723
C -1.947 0.389 1.827
C -2.608 2.204 0.317
C -2.321 -0.379 2.903
C 0.929 -2.392 2.665
C -3.132 -0.342 -2.016
C 2.278 0.382 -1.977
C 3.240 0.648 -2.936
C 2.516 -1.226 -4.276
C 0.295 2.680 -2.597
C -2.388 0.826 -2.195
C 0.124 3.618 -0.383
C -0.258 2.654 -1.319
H 3.213 -0.640 1.217
H -4.975 4.590 0.627
H 1.956 -3.602 4.079
H -4.873 1.450 4.227
H -4.579 -1.683 -2.849
H -4.831 -0.386 -4.939
H 1.476 -4.222 1.693
H 2.293 5.394 -2.276
H 0.033 1.927 -3.327
H 4.817 -2.573 1.774
H 0.006 -2.830 3.046
H 4.069 -2.119 5.374
H 3.522 -1.120 3.256
H 3.062 -3.287 0.120
H -3.629 -0.645 4.607
H 3.263 -1.152 -0.310
H 4.325 -3.582 4.651
H 3.905 1.491 -2.801
H 1.675 -1.964 4.671
H 0.701 -3.049 0.642
H 1.623 3.691 -3.937
H -3.051 -0.887 -1.083
H 2.162 1.017 -1.107
H -3.278 3.759 -0.988
H -3.581 1.724 -5.237
H -1.842 -1.333 3.112
H -5.342 3.399 2.747
H -1.596 -2.342 -0.318
H -0.159 -0.688 2.977
H -1.673 -3.556 -1.530
H -0.315 3.616 0.608
H 5.298 -2.301 4.280
H -2.066 2.522 -3.488
H 4.116 0.082 -4.816
H 2.605 -1.845 -5.158
H 1.337 -0.332 2.468
H 3.910 -4.001 2.298
H 1.330 5.344 0.003
*
```

---

The following is a quantum chemistry calculation of a molecular structure, C20H15N5O2Pd at a distorted geometry, from OMol25.

The calculation puts the electronic energy at -1323.26117 hartree. The max |F| is 1.79 eV/A. The molar mass comes out at 463.79 g mol⁻¹. The highest occupied orbital energy comes out at 0.58 eV. Its frontier orbital gap is 4.5 eV. Its LUMO energy is 5.11 eV.

The geometry in ORCA input format:
```
! RIJCOSX wB97M-V def2-TZVPD def2/J DEFGRID3
* xyz -2 1
Pd 0.203 0.089 -0.387
O -3.607 -1.847 -0.738
O 2.088 -1.182 3.519
N 2.730 -0.387 0.139
N -2.164 1.316 -1.177
N 0.965 1.151 -2.185
N -1.846 -0.931 0.524
N 0.624 -1.316 1.681
C -1.523 -3.397 3.901
C -0.716 -0.542 -3.306
C -4.463 0.910 -0.696
C -2.819 -2.557 2.065
C -2.727 -3.328 3.218
C 1.770 -1.138 2.304
C -1.729 -1.830 1.572
C 3.646 -0.536 -0.811
C -2.829 -0.942 -0.351
C -4.748 2.257 -0.808
C 4.094 -1.705 1.584
C -0.420 -2.693 3.429
C 4.801 -1.289 -0.656
C -0.480 -1.915 2.264
C -3.712 3.142 -1.085
C 0.198 0.374 -2.613
C -3.139 0.476 -0.827
C 5.038 -1.864 0.587
C -2.448 2.608 -1.288
C 2.914 -1.007 1.306
H -1.111 -0.096 -4.227
H 5.495 -1.404 -1.481
H 3.437 -0.003 -1.735
H -3.600 -3.865 3.579
H 4.211 -2.125 2.574
H -1.610 3.243 -1.566
H 0.522 -2.724 3.959
H -5.224 0.173 -0.476
H -3.748 -2.508 1.512
H -0.182 -1.457 -3.560
H -3.875 4.211 -1.154
H -1.543 -0.799 -2.650
H -5.761 2.620 -0.665
H -1.432 -3.997 4.802
H 5.940 -2.439 0.769
*
```

---

The following is a quantum chemistry calculation of a single C4H6O2 molecule, from OMol25.

The calculation puts the electronic energy at -306.29635 hartree. The max |F| is 0.45 eV/A. The molar mass comes out at 86.09 g mol⁻¹. The highest occupied orbital energy (spin up / spin down) comes out at -7.94 / -7.94 eV. Its frontier orbital gap (spin up / spin down) is 7.7 / 7.7 eV. Its LUMO energy (spin up / spin down) is -0.28 / -0.28 eV.

The geometry in ORCA input format:
```
! RIJCOSX wB97M-V def2-TZVPD def2/J DEFGRID3
* xyz 0 1
O 0.095 -1.363 -1.034
O -0.622 1.430 1.500
C 1.162 0.131 0.510
C -0.045 1.086 0.263
C -0.941 0.306 -0.553
C 1.147 -1.037 -0.092
H -1.041 0.486 -1.617
H -0.319 -2.202 -0.764
H 1.885 -1.830 -0.014
H 0.090 1.265 2.139
H -1.743 -0.239 -0.062
H 0.331 1.966 -0.276
*
```

---

The following is a quantum chemistry calculation of a molecular structure, C40H36BrKN10O2, from OMol25.

The calculation puts the electronic energy at -5418.06114 hartree. The max |F| is 0.22 eV/A. The molar mass comes out at 807.80 g mol⁻¹. The highest occupied orbital energy comes out at -8.07 eV. Its frontier orbital gap is 8.3 eV. Its LUMO energy is 0.26 eV.

The geometry in ORCA input format:
```
! RIJCOSX wB97M-V def2-TZVPD def2/J DEFGRID3
* xyz 0 1
Br -0.985 -1.428 3.985
K -0.059 0.627 0.144
O -1.700 2.653 0.666
O -1.974 4.387 2.069
N -2.803 -0.332 -0.558
N 1.453 -1.548 1.386
N -1.539 0.372 -3.528
N 0.748 4.427 1.454
N 0.563 0.968 -3.991
N -1.655 1.037 2.934
N 1.755 -0.769 -1.509
N 0.379 2.725 -1.754
N 1.999 2.808 0.539
N -0.548 -2.246 -0.839
C 0.968 -2.753 1.076
C 1.753 -2.065 -1.796
C 2.322 2.929 1.887
C 2.497 3.489 4.588
C 1.691 -3.920 1.277
C -1.499 -1.930 -4.600
C -1.969 0.206 3.901
C -3.675 0.397 0.139
C 3.476 -2.591 2.125
C -0.623 -2.797 -5.228
C -2.920 -1.663 -0.513
C -1.911 -2.446 -1.316
C -3.900 -2.301 0.233
C -3.613 1.632 4.815
C -2.946 0.419 4.860
C -3.275 2.550 3.834
C 1.514 3.907 2.481
C 4.101 -2.050 -2.241
C -4.797 -1.535 0.962
C 1.198 -1.192 -5.118
C 1.573 4.195 3.839
C -0.991 -0.694 -4.215
C -2.309 2.207 2.900
C -1.964 3.176 1.772
C 2.909 -2.748 -2.162
C 0.710 -2.435 -5.477
C -0.747 2.582 -2.654
C 1.064 3.702 0.345
C -4.686 -0.158 0.913
C 2.969 -3.838 1.810
C 2.677 -1.479 1.897
C 3.346 2.541 3.999
C 0.332 -0.309 -4.479
C 2.907 -0.103 -1.579
C 4.105 -0.696 -1.944
C -0.428 -2.797 0.511
C 3.272 2.254 2.648
C -0.556 1.318 -3.425
C 0.384 3.946 -0.967
C 0.422 -2.790 -1.780
H -0.972 -3.774 -5.534
H -3.733 3.527 3.772
H -3.157 -0.329 5.609
H 2.863 0.948 -1.307
H -3.528 1.469 0.097
H 2.224 -0.906 -5.312
H -4.380 1.857 5.545
H -0.874 3.422 -3.355
H 0.873 4.787 -1.478
H 4.466 -2.472 2.545
H -1.076 -2.219 1.174
H -0.783 -3.843 0.532
H -2.191 -3.514 -1.303
H -0.645 4.233 -0.754
H -3.945 -3.383 0.250
H 0.598 -3.864 -1.612
H -5.355 0.486 1.468
H 2.866 -3.809 -2.377
H -1.660 2.517 -2.055
H 5.015 -2.557 -2.524
H 4.073 2.029 4.616
H 2.576 3.679 5.651
H 1.256 -4.876 1.019
H 3.032 -0.485 2.141
H -0.183 4.828 1.590
H 1.363 -3.144 -5.969
H 0.923 4.934 4.288
H 0.005 -2.700 -2.788
H 3.941 1.540 2.184
H -2.372 0.362 -2.961
H -1.954 -2.109 -2.351
H 1.246 2.587 -2.259
H -2.527 -2.211 -4.408
H 5.013 -0.110 -1.985
H 3.554 -4.734 1.975
H -5.565 -2.009 1.560
*
```

---

The following is a quantum chemistry calculation of a molecular structure, C58H64GeN9O2P2Rb, from OMol25.

The calculation puts the electronic energy at -5675.70363 hartree. The max |F| is 0.55 eV/A. The molar mass comes out at 1139.24 g mol⁻¹. The highest occupied orbital energy (spin up / spin down) comes out at -3.81 / -3.81 eV. Its frontier orbital gap (spin up / spin down) is 5.8 / 5.6 eV. Its LUMO energy (spin up / spin down) is 2.03 / 1.80 eV.

The geometry in ORCA input format:
```
! RIJCOSX wB97M-V def2-TZVPD def2/J DEFGRID3
* xyz -1 2
Rb 0.104 -0.218 -0.363
Ge -0.438 2.674 1.581
P -2.304 -1.249 2.377
P -2.954 -1.560 -0.768
O -0.045 -1.481 -2.735
O 0.639 -5.617 -0.944
N -1.609 1.900 -1.799
N 2.135 -3.962 3.034
N 3.709 -3.999 4.704
N 0.141 -3.412 -1.451
N 2.667 0.546 1.174
N 0.583 -3.816 1.343
N 1.275 2.853 -3.966
N 3.476 -2.055 3.497
N 1.814 -1.937 1.818
C 3.941 0.706 3.192
C 1.662 -4.255 -5.789
C -4.707 2.456 1.923
C 1.116 -3.228 -5.020
C -3.078 -3.023 0.340
C 0.261 -2.663 -2.585
C 3.906 -1.154 -4.171
C 4.160 -1.368 -2.825
C 1.585 1.860 5.249
C 1.070 -4.754 -3.157
C -1.343 -1.679 3.881
C -3.350 -4.295 -0.169
C 2.025 3.085 5.732
C -2.787 -4.034 2.518
C -2.322 4.029 -3.150
C -3.386 2.435 1.488
C 1.910 -5.510 -5.238
C -1.905 2.819 -2.424
C 3.160 0.001 2.285
C -3.580 4.563 -2.446
C -2.619 3.662 -4.608
C 1.741 4.240 5.011
C 1.487 3.332 -2.609
C -3.952 2.944 4.143
C -2.313 2.686 2.354
C -0.453 4.620 0.969
C 2.229 0.519 -3.636
C 1.016 4.168 3.825
C 4.192 2.045 2.947
C 1.071 1.408 -4.049
C 2.322 3.314 -4.856
C -3.060 -5.288 1.996
C -1.548 5.487 1.051
C 2.587 0.297 -2.330
C -2.632 2.933 3.693
C -2.779 -2.896 1.711
C -4.523 -0.656 -0.406
C 3.669 2.624 1.805
C -3.335 -5.418 0.644
C 0.790 6.455 -0.070
C 3.482 -0.624 -1.859
C 0.610 -4.674 -1.720
C -3.873 -0.736 3.193
C 3.080 -3.317 3.702
C -1.191 5.065 -3.078
C -4.997 2.712 3.258
C 0.835 -3.507 -3.700
C -0.316 7.293 0.026
C 2.947 -0.226 -4.573
C -1.487 6.799 0.588
C 2.921 1.831 0.946
C 1.610 -5.780 -3.903
C 1.530 -3.234 2.077
C 0.880 1.800 4.051
C -3.396 -2.260 -2.406
C 0.709 5.145 0.390
C 0.566 2.945 3.315
C 2.792 -1.423 2.543
H 2.075 5.204 5.380
H -3.918 5.470 -2.951
H -1.911 -2.228 4.634
H -4.161 3.141 5.189
H 2.339 -6.285 -5.862
H 3.320 2.948 -4.570
H 1.714 6.822 -0.505
H -3.178 2.214 0.442
H -4.359 0.056 0.402
H -0.263 8.316 -0.328
H -3.357 4.806 -1.407
H -3.524 -6.394 0.213
H -2.474 5.137 1.501
H -4.373 -2.750 -2.443
H 3.625 -0.780 -0.796
H 1.587 4.508 0.293
H -1.009 -0.738 4.323
H 2.347 4.405 -4.849
H 0.514 -4.820 1.382
H -0.459 -2.256 3.600
H 1.806 0.947 5.793
H 2.719 -0.113 -5.628
H -0.312 4.694 -3.610
H -2.938 4.556 -5.147
H 2.115 2.981 -5.876
H 0.796 5.085 3.287
H 0.203 1.144 -3.443
H 2.584 3.140 6.660
H 0.822 1.175 -5.088
H 0.574 0.827 3.670
H -3.554 -4.428 -1.224
H 1.791 -6.751 -3.461
H -1.532 5.990 -3.547
H 0.324 -3.404 0.442
H -1.721 3.270 -5.089
H 3.609 -4.998 4.699
H -4.244 -1.502 3.879
H -3.038 -6.160 2.639
H -2.617 -2.956 -2.723
H -3.688 0.190 3.743
H 1.901 -4.080 -6.832
H 4.307 0.202 4.074
H -0.921 5.280 -2.044
H -4.790 -0.086 -1.299
H 0.922 -2.245 -5.434
H -5.512 2.264 1.219
H 1.432 4.423 -2.597
H 4.878 -2.123 -2.526
H -6.024 2.725 3.605
H 4.425 -1.744 -4.915
H 0.703 2.954 -1.949
H 2.499 2.245 0.039
H -5.351 -1.320 -0.150
H 2.467 3.034 -2.205
H 3.814 3.674 1.586
H -3.411 2.915 -4.676
H -4.639 -0.527 2.450
H -2.359 7.439 0.676
H -1.836 3.131 4.403
H -2.550 -3.945 3.571
H 4.762 2.635 3.654
H 4.572 -3.605 5.033
H -4.386 3.827 -2.469
H -3.392 -1.424 -3.108
*
```

---

The following is a quantum chemistry calculation of a molecular structure, C2H4OSm at a distorted geometry, from OMol25.

The calculation puts the electronic energy at -811.55433 hartree. The max |F| is 3.32 eV/A. The molar mass comes out at 194.41 g mol⁻¹. The highest occupied orbital energy (spin up / spin down) comes out at -6.40 / -6.41 eV. Its frontier orbital gap (spin up / spin down) is 4.8 / 4.9 eV. Its LUMO energy (spin up / spin down) is -1.60 / -1.53 eV.

The geometry in ORCA input format:
```
! RIJCOSX wB97M-V def2-TZVPD def2/J DEFGRID3
* xyz 0 7
Sm 1.734 0.347 -0.525
O -2.738 -0.130 -0.241
C -0.432 -0.816 0.106
C -1.529 0.201 0.088
H -0.257 -1.214 1.119
H -0.652 1.297 -0.647
H -1.425 0.880 0.975
H -0.568 -1.554 -0.703
*
```

---

What did the fourth record say?
The following is a quantum chemistry calculation of a molecular structure, C40H36BrKN10O2, from OMol25.

The calculation puts the electronic energy at -5418.06114 hartree. The max |F| is 0.22 eV/A. The molar mass comes out at 807.80 g mol⁻¹. The highest occupied orbital energy comes out at -8.07 eV. Its frontier orbital gap is 8.3 eV. Its LUMO energy is 0.26 eV.

The geometry in ORCA input format:
```
! RIJCOSX wB97M-V def2-TZVPD def2/J DEFGRID3
* xyz 0 1
Br -0.985 -1.428 3.985
K -0.059 0.627 0.144
O -1.700 2.653 0.666
O -1.974 4.387 2.069
N -2.803 -0.332 -0.558
N 1.453 -1.548 1.386
N -1.539 0.372 -3.528
N 0.748 4.427 1.454
N 0.563 0.968 -3.991
N -1.655 1.037 2.934
N 1.755 -0.769 -1.509
N 0.379 2.725 -1.754
N 1.999 2.808 0.539
N -0.548 -2.246 -0.839
C 0.968 -2.753 1.076
C 1.753 -2.065 -1.796
C 2.322 2.929 1.887
C 2.497 3.489 4.588
C 1.691 -3.920 1.277
C -1.499 -1.930 -4.600
C -1.969 0.206 3.901
C -3.675 0.397 0.139
C 3.476 -2.591 2.125
C -0.623 -2.797 -5.228
C -2.920 -1.663 -0.513
C -1.911 -2.446 -1.316
C -3.900 -2.301 0.233
C -3.613 1.632 4.815
C -2.946 0.419 4.860
C -3.275 2.550 3.834
C 1.514 3.907 2.481
C 4.101 -2.050 -2.241
C -4.797 -1.535 0.962
C 1.198 -1.192 -5.118
C 1.573 4.195 3.839
C -0.991 -0.694 -4.215
C -2.309 2.207 2.900
C -1.964 3.176 1.772
C 2.909 -2.748 -2.162
C 0.710 -2.435 -5.477
C -0.747 2.582 -2.654
C 1.064 3.702 0.345
C -4.686 -0.158 0.913
C 2.969 -3.838 1.810
C 2.677 -1.479 1.897
C 3.346 2.541 3.999
C 0.332 -0.309 -4.479
C 2.907 -0.103 -1.579
C 4.105 -0.696 -1.944
C -0.428 -2.797 0.511
C 3.272 2.254 2.648
C -0.556 1.318 -3.425
C 0.384 3.946 -0.967
C 0.422 -2.790 -1.780
H -0.972 -3.774 -5.534
H -3.733 3.527 3.772
H -3.157 -0.329 5.609
H 2.863 0.948 -1.307
H -3.528 1.469 0.097
H 2.224 -0.906 -5.312
H -4.380 1.857 5.545
H -0.874 3.422 -3.355
H 0.873 4.787 -1.478
H 4.466 -2.472 2.545
H -1.076 -2.219 1.174
H -0.783 -3.843 0.532
H -2.191 -3.514 -1.303
H -0.645 4.233 -0.754
H -3.945 -3.383 0.250
H 0.598 -3.864 -1.612
H -5.355 0.486 1.468
H 2.866 -3.809 -2.377
H -1.660 2.517 -2.055
H 5.015 -2.557 -2.524
H 4.073 2.029 4.616
H 2.576 3.679 5.651
H 1.256 -4.876 1.019
H 3.032 -0.485 2.141
H -0.183 4.828 1.590
H 1.363 -3.144 -5.969
H 0.923 4.934 4.288
H 0.005 -2.700 -2.788
H 3.941 1.540 2.184
H -2.372 0.362 -2.961
H -1.954 -2.109 -2.351
H 1.246 2.587 -2.259
H -2.527 -2.211 -4.408
H 5.013 -0.110 -1.985
H 3.554 -4.734 1.975
H -5.565 -2.009 1.560
*
```

---

Which value of max |F| does entry 1 give?
0.89 eV/A

---

Among the records above, which one has the highest max |F|?
C2H4OSm

---

Look up the max |F| of the fifth one.
0.55 eV/A